The following is a quantum chemistry calculation of C28H30N2O4PSW as an isolated structure, from the Open Molecules 2025 dataset.

Geometry as XYZ:
```
67
Properties=species:S:1:pos:R:3:forces:R:3:mulliken_charge:R:1
W -1.3539 -0.5238 0.0929 -0.078 -0.086 0.023 2.7240
O -2.9916 1.8155 3.0099 0.004 0.005 0.007 -0.5591
C -2.7897 1.2254 1.9993 0.012 -0.004 -0.016 0.1133
O -1.6509 0.4921 1.7603 -0.021 0.030 -0.007 -0.7240
C -3.6540 1.1594 0.7837 0.003 0.001 0.006 0.5802
C -4.7589 1.8136 0.3839 0.003 -0.005 -0.009 -0.4671
C -5.3267 1.4880 -0.9199 -0.006 0.007 0.007 -0.3470
C -4.6799 0.7225 -1.8173 0.008 -0.003 0.002 -1.2056
C -3.3247 0.2336 -1.4618 -0.004 0.010 0.009 1.3289
N -3.1140 0.2289 -0.0595 0.020 0.007 -0.027 -0.0126
C -2.1421 1.1816 -2.0101 0.016 0.001 0.009 0.2425
O -2.1940 2.0084 -2.8461 -0.003 0.003 0.001 -0.5531
O -1.0103 0.7826 -1.3340 -0.016 0.016 -0.005 -1.0083
H -5.2214 2.5531 1.0223 -0.003 0.001 -0.003 0.5375
H -6.2938 1.9043 -1.1667 0.000 -0.001 -0.001 0.4556
H -5.0951 0.5175 -2.7946 -0.001 -0.001 0.001 0.4825
C 3.1921 4.6303 1.2425 -0.002 -0.002 0.006 -1.6498
C 3.1322 3.5094 0.1946 0.002 -0.009 -0.003 1.8849
C 2.0275 3.8432 -0.8079 0.003 -0.001 -0.006 -1.9562
C 4.4688 3.4331 -0.5568 -0.003 0.004 -0.002 -1.6180
C 2.8804 2.1799 0.9004 0.000 0.001 0.010 -0.0533
C 3.8010 1.7250 1.8689 0.008 0.006 -0.003 -0.4578
C 3.6428 0.5398 2.5515 -0.002 0.008 0.005 -1.5246
C 2.5195 -0.2314 2.2624 -0.011 -0.004 0.006 0.9381
S 2.0170 -1.7563 2.9301 0.014 -0.015 0.007 -0.3884
C 0.6380 -1.7468 1.9153 0.007 0.026 0.004 0.1815
N 0.5533 -0.6947 1.1357 0.002 0.010 -0.003 0.7260
C 1.6002 0.2005 1.3128 0.012 0.000 -0.015 -1.7838
C 1.7724 1.4010 0.6253 -0.001 -0.002 0.002 0.6798
C -0.4007 -2.7692 1.8281 0.007 0.012 0.015 1.0486
C -0.3576 -3.9317 2.5913 0.012 -0.039 0.014 -0.9018
C -1.3661 -4.8701 2.4634 0.010 0.015 0.000 -0.9004
C -2.4148 -4.6377 1.5820 0.004 0.012 -0.004 -0.7834
C -2.4560 -3.4739 0.8258 -0.028 -0.024 -0.014 -0.3430
C -1.4563 -2.5082 0.9231 0.036 0.016 0.004 -0.3213
H 3.3608 5.5883 0.7487 0.001 0.000 0.000 0.4615
H 4.0020 4.4788 1.9566 -0.001 -0.002 0.000 0.3465
H 2.2558 4.6938 1.7995 0.000 0.002 0.000 0.3632
H 2.2512 4.7975 -1.2848 -0.001 0.001 0.001 0.4729
H 1.0538 3.9386 -0.3229 -0.001 -0.001 -0.001 0.3850
H 1.9512 3.0926 -1.5979 0.001 -0.002 0.000 0.3443
H 4.6649 4.3811 -1.0598 0.001 -0.001 0.000 0.4540
H 4.4476 2.6453 -1.3123 0.001 0.000 0.001 0.3634
H 5.3036 3.2354 0.1161 0.002 0.002 -0.001 0.3425
H 4.6698 2.3298 2.0912 0.001 -0.003 0.001 0.4657
H 4.3672 0.2234 3.2894 0.002 0.001 -0.001 0.4283
H 1.0358 1.7071 -0.1053 -0.004 -0.004 0.002 0.5805
H 0.4568 -4.1042 3.2853 0.003 0.004 -0.004 0.4678
H -1.3405 -5.7759 3.0533 0.000 -0.001 0.000 0.4249
H -3.2106 -5.3652 1.4899 -0.001 0.000 -0.001 0.4885
H -3.2960 -3.3211 0.1611 0.001 0.002 0.001 0.3266
C -0.5342 -3.5320 -2.0945 -0.014 -0.001 0.006 -1.4066
P 0.1391 -1.9354 -1.5555 -0.008 -0.002 0.003 1.2714
C 1.7933 -2.4160 -0.9750 0.002 0.002 0.001 -1.4224
C 0.5192 -1.0277 -3.0798 -0.003 0.009 -0.005 -1.3087
H 0.1232 -3.9626 -2.8506 0.005 0.004 0.001 0.5235
H -1.5336 -3.4281 -2.5110 0.002 -0.001 -0.001 0.3166
H -0.5836 -4.2047 -1.2388 0.002 0.001 0.000 0.3811
H 2.3052 -2.9472 -1.7784 0.004 -0.001 0.002 0.5595
H 1.7193 -3.0804 -0.1144 -0.001 0.000 0.000 0.3454
H 2.3780 -1.5375 -0.7027 0.000 0.000 0.000 0.3095
H 1.1258 -1.6553 -3.7333 0.003 0.001 -0.001 0.5427
H 1.0711 -0.1227 -2.8282 0.003 -0.002 -0.003 0.2963
H -0.3851 -0.7317 -3.6082 -0.001 -0.002 0.002 0.3165
C -2.6702 -1.1501 -1.6498 0.015 0.014 -0.005 -1.9127
H -2.2585 -1.3283 -2.6413 -0.017 -0.009 -0.007 0.6139
H -3.3751 -1.9302 -1.3774 -0.002 -0.006 -0.011 0.4935
```
Forces are in eV/Å.

E_HOMO (alpha / beta) in Eh: -0.41937 / -0.41939
Orbital gap (alpha / beta) in hartree: 0.2547 / 0.2548
Electronic energy in eV: -62639.19528
Net charge: +1